i | Below is a cluster of 2 separate species, CH4N3P in total, with properties calculated with ωB97M-V with the def2-TZVPD basis set.

The geometry in XYZ format:
```
9
CH4N3P | OMol25 | ωB97M-V with the def2-TZVPD basis set
P 1.0289 0.8311 0.2326
N -1.2569 -0.2355 1.0072
H 2.6952 -0.8492 0.4184
N -3.0371 0.0276 -0.3716
H 1.9212 -0.7120 -1.3586
H -3.1382 0.5485 -1.3422
C 2.0793 -0.3505 -0.3445
N -2.0096 -0.0290 0.1983
H 1.7172 0.7690 1.5603
```

Summary:
highest occupied orbital energy = -9.34 eV
HOMO-LUMO gap = 9.47 eV

=====

ii | Below is an isolated molecule of CH4N3P, with properties calculated with ωB97M-V with the def2-TZVPD basis set.

The geometry in XYZ format:
```
9
CH4N3P | OMol25 | ωB97M-V with the def2-TZVPD basis set
N 1.0771 0.8770 0.0695
H -0.8931 1.6601 0.4527
H 0.9190 -2.1480 -0.3002
N 0.7087 -1.2774 0.0158
H -1.1984 -0.4578 1.3364
P -1.3221 -0.5792 -0.1043
N 1.5238 -0.2572 0.0082
C -0.3506 0.9722 -0.2136
H -0.4645 1.2103 -1.2646
```

Summary:
highest occupied orbital energy = -9.13 eV
SMILES = C1N=NNP1
HOMO-LUMO gap = 9.23 eV

=====

iii | Below is an isolated molecule of CH4N3P, with properties calculated with ωB97M-V with the def2-TZVPD basis set.

The geometry in XYZ format:
```
9
CH4N3P | OMol25 | ωB97M-V with the def2-TZVPD basis set
H 0.6065 -1.2859 0.8744
H 1.3947 1.0373 0.9650
N -0.9978 1.2356 -0.0938
H 0.7570 -1.7588 -0.9268
N -0.8811 -0.8695 -0.4717
N -1.4701 0.1190 -0.2010
C 0.5829 -0.9694 -0.2381
H -1.4141 1.8602 0.4959
P 1.4219 0.6315 -0.4039
```

Summary:
highest occupied orbital energy = -8.46 eV
HOMO-LUMO gap = 7.78 eV

=====

Least stable = iii

=====

i | Below is an isolated molecule of C19H38O2, with properties calculated with ωB97M-V with the def2-TZVPD basis set.

The geometry in XYZ format:
```
59
C19H38O2 | OMol25 | ωB97M-V with the def2-TZVPD basis set
H -1.6291 -3.1916 2.6966
H 1.5987 1.5062 -4.1204
C 1.3173 2.0105 -3.1960
H -0.9684 0.5904 2.1860
H 3.2404 1.8635 -2.2458
C -3.1480 2.6012 -0.7839
H -2.9487 0.1602 3.7262
C -2.8201 1.0337 1.1855
H 1.5597 -4.4348 0.0925
H 0.9524 5.1447 -2.5875
H 0.1349 -3.7373 0.8366
C -1.8690 0.0561 1.8730
C 0.8326 -0.5257 -1.4886
C -0.8577 -2.5506 3.1305
C -2.5746 3.0876 -2.1095
H 1.3109 -1.5134 0.9230
H 2.6609 -2.2347 0.0504
H -0.7470 -0.7627 4.3160
O 0.8022 4.1940 -2.4665
H 1.3004 -2.5884 -1.9195
H 2.6815 -4.5637 2.0808
C 1.4903 3.4928 -3.3812
H 2.2208 -2.9423 2.5600
H -0.2873 -2.1054 2.3200
C 0.8486 -4.4615 3.2027
H 1.4086 -5.0619 3.9238
C 2.2171 1.5373 -2.0456
O 2.1721 4.0258 -4.2140
C -2.5094 -0.6120 3.0895
H -3.3213 -1.2618 2.7539
H -1.5730 -0.7065 1.1505
C 1.8310 -3.8861 2.1732
C 0.0809 -3.3942 3.9887
H 0.2740 1.8076 -2.9586
H -1.5901 3.5258 -1.9617
H -2.4818 2.2596 -2.8100
H -3.7617 0.5249 0.9645
H -0.4987 -3.8869 4.7740
C 0.8491 -2.0081 -1.1122
H -0.1867 -2.3426 -1.0089
H -1.2674 2.0547 0.0970
C -1.5210 -1.4283 3.9253
H 0.8013 -2.7353 4.4807
H -3.2914 3.4530 -0.1153
H -2.0519 0.7537 -0.8013
H -4.1271 2.1477 -0.9553
H -3.0446 1.8613 1.8626
H 2.9225 -0.2306 -1.0844
H -3.2229 3.8384 -2.5556
H -2.0509 -1.8535 4.7815
C 1.5813 -2.2882 0.2005
H 0.1479 -0.3920 -2.3284
H 0.1433 -5.1293 2.7038
H 1.8858 2.0133 -1.1204
C 2.2072 0.0191 -1.8694
H 2.5454 -0.4580 -2.7917
H 0.4423 0.0483 -0.6451
C -2.2307 1.5827 -0.1121
C 1.2211 -3.6565 0.7794
```

Summary:
highest occupied orbital energy = -10.36 eV
SMILES = CCCCCCCCCCCCCCCCCCC(=O)O
HOMO-LUMO gap = 11.11 eV

=====

ii | Below is an isolated molecule of C19H38O2, with properties calculated with ωB97M-V with the def2-TZVPD basis set.

The geometry in XYZ format:
```
59
C19H38O2 | OMol25 | ωB97M-V with the def2-TZVPD basis set
H 2.4766 -0.6079 3.2407
C 0.9438 -1.6058 2.0992
H 0.7527 2.1713 -3.7930
H 0.5325 3.0250 1.3250
H -1.4287 -2.8635 2.0704
H -1.4624 1.1148 -4.3111
H 4.5148 0.2205 2.1733
C 3.4429 -1.5355 1.5398
H -1.6696 -1.3200 -4.3991
H -0.0537 -0.0516 -1.8729
H 0.7343 -0.7587 1.4462
H 4.2445 -2.2178 1.8318
H -0.1024 -0.7091 3.7611
C -0.0430 0.3993 -2.8635
H 0.8565 -2.5155 1.4994
H -2.3212 -2.6560 0.0853
H -4.1005 -0.4283 1.1199
H -2.4371 -0.0781 2.7612
C -1.4749 0.5594 -3.3685
H -2.0547 1.1380 -2.6492
H -2.1801 -0.2366 -0.7766
C 0.1015 2.7602 -1.8459
H 3.0873 2.8851 -0.0571
H 3.0065 -1.9253 0.6178
H 2.6119 0.4344 -0.1996
H 4.2844 2.5790 1.2015
H -1.5050 -0.3926 1.3024
H 2.3156 1.0475 1.4252
C -3.1746 -1.9856 -0.0304
C 3.0949 0.8498 0.6878
C 2.3706 -1.5141 2.6405
H 2.5305 -2.3607 3.3132
H -2.1059 -2.3019 3.5938
H -2.8883 -2.5437 -2.6311
C -0.0843 -1.6634 3.2293
H 4.5547 1.9808 -0.4339
H 0.2297 -2.4303 3.9432
H -0.9347 2.9480 -2.1347
C 0.7170 1.7244 -2.7963
C -2.8765 -0.9872 -1.1487
C -2.1848 -0.8436 2.0230
C 3.7958 2.1545 0.3265
H -4.0334 -2.5979 -0.3169
H -4.0107 -1.9744 1.9596
H 1.7456 1.5296 -2.4838
H 0.4991 -0.2717 -3.5344
H 4.8890 -0.3123 0.5360
C -2.1859 -0.7739 -3.6050
O -0.2708 1.2737 0.0342
C -3.4601 -1.2938 1.3051
C 0.0958 2.3320 -0.4029
H -1.2803 -2.0475 -2.1174
C -1.4926 -2.0028 2.7391
H 0.6486 3.7014 -1.9126
H -3.1982 -0.5609 -3.9588
C -2.2747 -1.6762 -2.3721
H -3.8014 -0.4785 -1.4325
O 0.5460 3.3081 0.3966
C 4.0753 -0.1733 1.2531
```

Summary:
highest occupied orbital energy = -10.34 eV
SMILES = CCCCCCCCCCCCCCCCCCC(=O)O
HOMO-LUMO gap = 11.04 eV

=====

Least stable = i

=====

i | Below is a cluster of 2 separate species, C3H3NO2S in total, with properties calculated with ωB97M-V with the def2-TZVPD basis set.

The geometry in XYZ format:
```
10
C3H3NO2S | OMol25 | ωB97M-V with the def2-TZVPD basis set
C -1.3028 1.0566 0.7825
C 1.4216 0.2287 -1.8214
H -1.6053 1.3984 -0.1957
O 1.7696 0.9516 -2.6586
H -1.2428 1.8148 1.5516
N 0.8756 -0.4390 -1.0063
S -0.7207 -1.7065 1.4220
C -0.9935 -0.1749 1.0175
O 0.7079 -2.0245 1.1840
H 1.0903 -1.1052 -0.2756
```

Summary:
highest occupied orbital energy = -9.86 eV
HOMO-LUMO gap = 9.52 eV

=====

ii | Below is an isolated molecule of C3H3NO2S, with properties calculated with ωB97M-V with the def2-TZVPD basis set.

The geometry in XYZ format:
```
10
C3H3NO2S | OMol25 | ωB97M-V with the def2-TZVPD basis set
O -3.3850 -1.7670 0.7781
S -2.1786 0.7486 0.4225
O -4.2268 -1.0249 -0.1264
C -2.9486 -0.7188 0.0692
N -0.9361 -1.4792 -1.4668
H -0.0680 -0.1827 1.1652
H 0.8898 -0.6667 -1.1356
C -0.1784 -0.7149 -0.9045
C -0.4355 0.2710 0.2457
H 0.0925 1.2058 0.0711
```

Summary:
highest occupied orbital energy = -8.26 eV
HOMO-LUMO gap = 7.31 eV

=====

iii | Below is an isolated molecule of C3H3NO2S, with properties calculated with ωB97M-V with the def2-TZVPD basis set.

The geometry in XYZ format:
```
10
C3H3NO2S | OMol25 | ωB97M-V with the def2-TZVPD basis set
C 0.1370 -0.7696 1.1832
C -1.0268 -0.5330 -0.9306
H 1.3684 -0.1715 0.3561
H -0.0615 0.6356 2.4769
O -0.0355 1.5990 -2.4130
C 1.4917 0.7027 -0.3646
O 0.2095 -0.2123 2.3643
N -0.7579 -0.7829 0.3202
S 0.3659 0.5380 -1.4915
H -1.6906 -1.0061 -1.5009
```

Summary:
highest occupied orbital energy (spin up / spin down) = -9.10 / -9.10 eV
HOMO-LUMO gap (spin up / spin down) = 7.68 / 7.68 eV

=====

Least stable = iii

=====

i | Below is an isolated molecule of C3H3NO2S, with properties calculated with ωB97M-V with the def2-TZVPD basis set.

The geometry in XYZ format:
```
10
C3H3NO2S | OMol25 | ωB97M-V with the def2-TZVPD basis set
C 1.1865 0.1166 -0.3608
C -0.2629 1.8134 0.1463
O 0.8427 1.5312 -0.3440
C -0.0201 -0.4778 0.2534
S -1.7916 -0.3816 -0.5211
O -2.6358 -1.3352 0.1610
H 0.1587 -1.3605 1.0235
H 2.1283 -0.2198 0.3064
N -0.8822 0.6132 0.6462
H 1.2764 -0.2994 -1.3109
```

Summary:
highest occupied orbital energy = -9.34 eV
HOMO-LUMO gap = 9.42 eV

=====

ii | Below is an isolated molecule of C3H3NO2S, with properties calculated with ωB97M-V with the def2-TZVPD basis set.

The geometry in XYZ format:
```
10
C3H3NO2S | OMol25 | ωB97M-V with the def2-TZVPD basis set
C -1.5263 -0.1099 -0.5170
O -1.0879 -1.0944 0.4220
S 2.2810 0.8298 0.2286
H 2.6696 -0.2910 0.8518
C 0.6289 0.2634 -0.0214
N 0.2572 -0.8502 0.7873
H -0.3987 1.3185 -1.6850
O -2.6411 -0.1747 -0.9757
H 0.1463 -0.5276 1.7633
C -0.3290 0.6361 -0.8538
```

Summary:
highest occupied orbital energy = -9.80 eV
SMILES = O=c1cc(S)[nH]o1
HOMO-LUMO gap = 10.20 eV

=====

Least stable = i

=====

i | Below is a cluster of 2 separate species, C3H3NO2S in total, with properties calculated with ωB97M-V with the def2-TZVPD basis set.

The geometry in XYZ format:
```
10
C3H3NO2S | OMol25 | ωB97M-V with the def2-TZVPD basis set
H -0.0472 -1.9444 2.3618
O 1.0674 0.9244 -0.5497
C 0.2865 1.7894 -0.7885
C 0.4640 -2.0256 1.5089
N -1.7778 0.7735 -0.0384
H 0.5718 2.6799 -1.1865
S -1.4991 -0.6892 -0.3978
O -1.0433 1.7770 -0.7119
H 1.1727 -1.5200 -0.5489
C 0.8049 -1.7650 0.3509
```

Summary:
highest occupied orbital energy = -9.21 eV
SMILES = O=CON=S.C#C
HOMO-LUMO gap = 8.01 eV

=====

ii | Below is a cluster of 2 separate species, C3H3NO2S in total, with properties calculated with ωB97M-V with the def2-TZVPD basis set.

The geometry in XYZ format:
```
10
C3H3NO2S | OMol25 | ωB97M-V with the def2-TZVPD basis set
S 1.4197 2.5919 0.7206
O -0.6839 1.2347 0.0297
C 0.0036 -1.1130 -0.1987
C -1.2520 0.0185 -0.3219
H 1.9417 -0.3218 0.6778
H -0.1867 -1.9105 -1.0056
O -2.3606 -0.1616 -0.6469
C 0.6221 1.2428 0.1930
N 1.0095 0.0084 -0.3087
H -0.5133 -1.5896 0.8607
```

Summary:
highest occupied orbital energy = -9.35 eV
HOMO-LUMO gap = 9.11 eV

=====

Least stable = i